[1]
Below is C32H33GeIN6O3S3Sr as an isolated structure in a non-equilibrium geometry, with properties calculated with ωB97M-V/def2-TZVPD.

Summary:
* E_LUMO: 3.41 eV
* orbital gap: 0.22411 hartree
* total charge: -2

Last column: Löwdin charge in e.
Element x y z (Å)
Sr: 0.543 1.068 -1.156  1.172
O: -3.402 1.396 1.563  0.026
C: -2.842 2.240 2.441  -0.267
C: -3.684 2.906 3.333  -0.023
C: -3.160 3.775 4.268  -0.111
C: -1.787 3.984 4.332  -0.117
C: -0.952 3.321 3.452  -0.038
C: -1.452 2.445 2.489  -0.067
C: -0.519 1.733 1.560  -0.472
O: -0.988 0.952 0.631  -0.316
N: 0.748 1.897 1.828  0.056
N: 1.573 1.222 0.965  -0.140
C: 2.658 0.748 1.440  -0.099
C: 3.546 -0.110 0.681  -0.173
C: 4.830 -0.369 1.172  -0.082
C: 5.704 -1.227 0.535  -0.145
C: 5.273 -1.883 -0.622  -0.128
C: 4.008 -1.675 -1.119  -0.028
C: 3.090 -0.769 -0.515  -0.408
O: 1.933 -0.568 -1.026  -0.327
H: -2.637 1.074 1.009  0.052
H: -4.748 2.728 3.249  0.112
H: -3.824 4.296 4.949  0.090
H: -1.371 4.663 5.066  0.085
H: 0.119 3.465 3.485  0.100
H: 2.912 0.932 2.490  0.118
H: 5.148 0.144 2.075  0.100
H: 6.701 -1.393 0.924  0.079
H: 5.949 -2.555 -1.141  0.089
H: 3.675 -2.172 -2.023  0.109
S: -0.887 3.645 -1.342  0.576
C: -2.481 3.054 -1.186  -0.792
C: -3.392 4.033 -0.659  -0.304
N: -4.082 4.849 -0.230  0.154
C: -3.008 1.836 -1.536  -0.672
S: -2.063 0.523 -2.264  0.638
C: -4.386 1.534 -1.427  -0.330
N: -5.492 1.204 -1.378  0.143
S: 1.721 0.928 -6.125  0.372
C: 1.441 1.090 -4.537  -1.024
N: 1.255 1.213 -3.386  -0.124
C: -1.783 -6.069 -1.539  -0.118
C: -1.516 -4.685 -0.953  -0.296
C: -0.807 -3.756 -1.934  -0.288
C: -0.655 -2.324 -1.431  -0.345
Ge: -2.363 -1.380 -1.052  0.756
C: -3.195 -1.608 0.755  -0.300
C: -2.320 -1.586 2.007  -0.271
C: -1.509 -2.863 2.233  -0.260
C: -2.358 -4.077 2.607  -0.121
H: -2.297 -6.709 -0.819  0.061
H: -0.847 -6.556 -1.822  0.068
H: -2.405 -5.992 -2.433  0.069
H: -0.911 -4.789 -0.047  0.102
H: -2.468 -4.231 -0.660  0.078
H: -1.369 -3.750 -2.874  0.106
H: 0.189 -4.154 -2.154  0.113
H: -0.136 -1.738 -2.193  0.049
H: -0.025 -2.281 -0.540  0.060
H: -3.436 -2.093 -1.944  -0.021
H: -3.704 -2.571 0.655  0.046
H: -3.973 -0.848 0.825  0.050
H: -2.962 -1.415 2.879  0.113
H: -1.624 -0.752 1.960  0.082
H: -0.786 -2.676 3.031  0.107
H: -0.936 -3.087 1.330  0.073
H: -3.020 -3.838 3.443  0.069
H: -1.725 -4.917 2.905  0.064
H: -2.976 -4.408 1.770  0.052
I: 6.919 1.744 -2.709  0.810
C: 5.133 2.825 -2.465  -0.688
C: 5.025 4.111 -2.962  -0.153
C: 3.830 4.781 -2.760  -0.061
C: 2.814 4.139 -2.066  -0.129
N: 2.933 2.906 -1.588  0.068
C: 4.070 2.247 -1.790  -0.182
H: 5.846 4.572 -3.494  0.088
H: 3.696 5.784 -3.141  0.100
H: 1.860 4.626 -1.893  0.083
H: 4.124 1.240 -1.406  0.083

=====

[2]
Below is a 2-piece molecular cluster, C3H9NS2 overall in a non-equilibrium geometry, with properties calculated with ωB97M-V/def2-TZVPD.

Summary:
* energy relative to the best compared isomer or geometry (same formula, charge and spin): 44.5 kcal/mol
* SMILES string: C=CN.CSS
* E_LUMO: 0.70 eV
* orbital gap: 0.31056 hartree

Last column: Löwdin charge in e.
Element x y z (Å)
C: 0.498 2.439 -0.912  -0.040
C: 0.071 3.324 0.007  -0.310
N: 0.760 4.274 0.712  0.033
H: 1.555 2.456 -1.162  0.049
H: -0.184 2.011 -1.625  0.037
H: -0.992 3.274 0.247  0.101
H: 1.752 4.311 0.563  0.082
H: 0.326 5.182 0.723  0.085
C: -1.244 -0.495 -0.481  -0.520
S: -0.485 -1.574 0.691  0.333
S: 0.455 -3.153 -0.180  0.255
H: -1.740 -0.997 -1.313  0.037
H: -0.390 0.027 -0.962  -0.007
H: -1.756 0.364 -0.059  0.037
H: 0.094 -3.164 -1.506  -0.173

=====

[3]
Below is a 2-piece molecular cluster, C2H8O3 overall in a non-equilibrium geometry, with properties calculated with ωB97M-V/def2-TZVPD.

Summary:
* energy relative to the best compared isomer or geometry (same formula, charge and spin): 18.0 kcal/mol
* SMILES string: OCCO.O
* E_LUMO: 0.66 eV
* orbital gap: 0.39504 hartree

Last column: Löwdin charge in e.
Element x y z (Å)
O: 1.694 1.305 0.394  -0.087
C: 0.440 0.661 0.219  -0.242
C: -0.113 0.974 -1.187  -0.206
O: 0.334 -0.046 -2.123  -0.079
H: 2.284 0.980 -0.290  0.081
H: 0.625 -0.378 0.490  0.112
H: -0.176 1.177 0.955  0.114
H: 0.054 2.004 -1.502  0.123
H: -1.194 0.934 -1.049  0.105
H: -0.259 -0.801 -2.099  0.080
O: -1.561 -2.362 1.879  -0.055
H: -0.773 -2.898 1.969  0.030
H: -1.354 -1.550 2.341  0.024

=====

[4]
Below is C4H14O4 as an isolated structure in a non-equilibrium geometry, with properties calculated with ωB97M-V/def2-TZVPD.

Summary:
* energy relative to the best compared isomer or geometry (same formula, charge and spin): 66.6 kcal/mol
* spin multiplicity: 2
* ⟨S²⟩: 0.7552
* E_LUMO (spin up / spin down): -5.40 / -8.45 eV
* orbital gap (spin up / spin down): 0.33645 / 0.22291 hartree
* total charge: +1

Last column: Löwdin spin population.
Element x y z (Å)
C: 0.781 0.727 -0.134  0.056
C: 0.285 -0.275 -1.021  0.065
C: 1.945 0.622 -1.280  0.024
C: -0.938 0.035 -1.787  0.011
O: 1.145 0.351 1.131  0.699
H: 0.325 1.716 -0.076  0.007
H: 0.586 -1.315 -1.038  0.000
H: 1.746 0.578 -2.342  0.001
H: 2.539 -0.161 -0.806  0.000
H: 2.280 1.639 -1.095  0.001
H: -0.981 1.059 -2.181  0.000
H: -1.776 -0.172 -1.101  0.002
H: -1.102 -0.707 -2.576  0.004
H: -1.953 -1.613 0.523  0.001
H: -2.984 -2.639 -0.076  0.000
O: -2.285 -2.019 -0.301  0.003
H: 0.645 1.287 2.345  0.000
H: 0.898 2.409 3.296  0.000
O: 0.202 1.767 3.078  0.032
H: -0.661 -1.790 2.169  0.001
H: 0.073 -0.477 1.676  0.009
O: -0.771 -1.021 1.594  0.084

=====

[5]
Below is C51H58BaN6O2Si as an isolated structure in a non-equilibrium geometry, with properties calculated with ωB97M-V/def2-TZVPD.

Summary:
* energy relative to the best compared isomer or geometry (same formula, charge and spin): 0.0 kcal/mol
* E_LUMO: 0.20 eV
* orbital gap: 0.22995 hartree

Last column: Löwdin charge in e.
Element x y z (Å)
Ba: -0.359 0.104 0.298  1.606
C: -0.607 -3.173 3.178  -0.163
C: 0.768 -2.566 2.914  -0.154
C: 1.492 -3.178 1.749  -0.305
C: 2.324 -4.276 1.930  -0.021
C: 2.935 -4.854 0.827  -0.055
C: 2.689 -4.313 -0.422  -0.041
C: 1.855 -3.210 -0.509  -0.137
N: 1.264 -2.642 0.544  0.075
N: -1.652 -2.692 2.273  -0.145
C: -2.843 -2.279 2.984  -0.131
C: -2.897 -0.804 3.307  -0.263
C: -4.064 -0.294 3.873  -0.032
C: -4.191 1.067 4.059  -0.057
C: -3.140 1.889 3.670  -0.045
C: -2.008 1.282 3.165  -0.173
N: -1.858 -0.032 3.002  0.064
C: -1.916 -3.602 1.162  -0.128
C: -2.704 -2.961 0.044  -0.272
C: -4.045 -3.244 -0.168  -0.023
C: -4.708 -2.650 -1.236  -0.053
C: -4.005 -1.791 -2.061  -0.044
C: -2.667 -1.568 -1.768  -0.155
N: -2.023 -2.131 -0.752  0.043
H: -0.892 -2.909 4.198  0.119
H: -0.551 -4.271 3.143  0.130
H: 1.374 -2.666 3.819  0.116
H: 0.626 -1.499 2.743  0.054
H: 2.491 -4.663 2.928  0.114
H: 3.596 -5.704 0.944  0.109
H: 3.146 -4.705 -1.320  0.113
H: 1.673 -2.752 -1.473  0.073
H: -2.950 -2.832 3.929  0.131
H: -3.733 -2.520 2.402  0.118
H: -4.874 -0.968 4.131  0.119
H: -5.099 1.487 4.476  0.110
H: -3.192 2.967 3.747  0.108
H: -1.159 1.888 2.858  0.062
H: -2.426 -4.522 1.493  0.130
H: -0.953 -3.896 0.746  0.114
H: -4.556 -3.937 0.490  0.114
H: -5.754 -2.864 -1.417  0.111
H: -4.462 -1.299 -2.909  0.116
H: -2.077 -0.910 -2.402  0.109
C: -5.822 0.487 0.485  -0.013
C: -4.378 0.728 0.087  -0.375
O: -3.513 0.076 0.659  -0.004
C: -4.094 1.717 -0.970  -0.097
C: -5.160 2.310 -1.671  -0.052
C: -4.953 3.232 -2.673  -0.105
C: -3.642 3.598 -2.994  -0.084
C: -2.570 3.048 -2.330  -0.012
C: -2.760 2.089 -1.308  -0.370
O: -1.728 1.596 -0.695  -0.517
H: -5.826 -0.224 1.310  0.075
H: -6.384 0.072 -0.355  0.082
H: -6.322 1.408 0.787  0.087
H: -6.177 2.034 -1.424  0.098
H: -5.790 3.669 -3.201  0.094
H: -3.461 4.326 -3.777  0.103
H: -1.552 3.331 -2.573  0.102
C: 1.330 3.539 0.068  -0.101
N: 0.961 3.097 1.412  -0.273
C: -0.146 3.932 1.867  -0.107
C: 2.091 3.189 2.322  -0.204
C: 1.867 2.482 3.647  -0.205
N: 1.632 1.046 3.509  -0.255
C: 2.864 0.373 3.120  -0.088
C: 1.134 0.503 4.763  -0.103
H: 1.595 4.609 0.049  0.100
H: 0.492 3.379 -0.613  0.072
H: 2.177 2.965 -0.305  0.068
H: 0.152 4.993 1.920  0.096
H: -0.499 3.649 2.858  0.058
H: -0.979 3.848 1.166  0.091
H: 2.340 4.245 2.524  0.129
H: 2.966 2.767 1.822  0.113
H: 1.023 2.924 4.179  0.109
H: 2.752 2.659 4.283  0.125
H: 3.670 0.539 3.856  0.097
H: 3.210 0.733 2.151  0.069
H: 2.705 -0.701 3.034  0.069
H: 1.851 0.640 5.590  0.093
H: 0.934 -0.564 4.660  0.061
H: 0.197 0.992 5.034  0.078
C: 6.250 -1.949 -1.221  -0.108
C: 5.449 -1.536 -0.165  -0.099
C: 4.214 -0.954 -0.427  -0.143
C: 3.743 -0.753 -1.728  -0.333
C: 4.575 -1.172 -2.769  -0.094
C: 5.808 -1.766 -2.525  -0.095
Si: 2.042 0.113 -1.964  0.626
C: 2.612 1.805 -2.668  -0.347
C: 3.903 2.322 -2.542  -0.107
C: 4.221 3.612 -2.961  -0.100
C: 3.251 4.422 -3.532  -0.109
C: 1.960 3.925 -3.686  -0.099
C: 1.655 2.642 -3.257  -0.145
C: 1.352 -0.688 -3.583  -0.304
C: 1.730 -0.317 -4.879  -0.108
C: 1.200 -0.934 -6.005  -0.092
C: 0.262 -1.950 -5.872  -0.105
C: -0.145 -2.334 -4.603  -0.099
C: 0.393 -1.703 -3.486  -0.157
H: 7.213 -2.410 -1.033  0.094
H: 5.781 -1.675 0.858  0.096
H: 3.587 -0.658 0.409  0.059
H: 4.250 -1.039 -3.797  0.097
H: 6.429 -2.083 -3.356  0.097
H: 4.686 1.711 -2.103  0.094
H: 5.235 3.977 -2.843  0.095
H: 3.497 5.425 -3.861  0.093
H: 1.191 4.541 -4.139  0.096
H: 0.636 2.281 -3.384  0.095
H: 2.452 0.482 -5.010  0.099
H: 1.519 -0.619 -6.992  0.098
H: -0.152 -2.430 -6.751  0.095
H: -0.886 -3.117 -4.479  0.098
H: 0.034 -2.013 -2.507  0.050